29
Properties=species:S:1:pos:R:3:forces:R:3:nbo_charge:R:1 method="wB97M-V/def2-TZVPD" relative_energy_kcal_mol=69.36 lumo_ev=0.82 e_homo_ev=-7.686 energy_ha=-936.16945
C -2.43827 -0.36615 -0.64365 -2.42 -2.52 -1.96 0.538
C -3.19161 0.83668 -0.39056 3.75 3.30 -1.39 -0.473
C -2.53902 1.32918 0.88839 -2.02 3.25 0.05 -0.398
C -1.05829 1.49937 0.79049 2.68 -0.82 2.49 -0.999
C 3.15419 1.73275 -0.67559 -2.71 3.59 -1.51 -0.632
C 1.99601 -2.48847 0.13036 -2.19 0.37 0.54 -0.630
C 1.89711 1.41251 0.17010 4.53 -3.57 -1.63 -0.077
C 0.44170 -2.33239 0.11794 4.02 -0.13 1.98 -0.071
N -3.07022 -1.45476 -0.45161 1.17 0.10 -0.15 -0.646
O -1.14917 -0.20638 -1.18720 -0.18 -1.01 1.08 -0.777
O 1.11760 0.50337 -0.59372 -1.09 -0.62 -0.12 -0.801
O -0.02032 -1.25580 0.89962 -0.20 1.44 -0.74 -0.783
P -0.25303 0.13503 0.11866 -0.87 2.21 -0.26 2.291
H -3.01615 1.61660 -1.17121 0.03 -0.70 0.25 0.217
H -4.19147 0.70425 -0.30345 -2.87 -0.82 0.45 0.233
H -3.07257 2.33292 1.13580 1.15 -1.37 -0.21 0.206
H -2.97070 0.63612 1.54400 0.02 -1.03 1.98 0.188
H -0.49293 1.82897 1.79935 -1.45 -0.60 -2.19 0.234
H 2.98496 2.78105 -1.10631 0.47 -0.90 0.84 0.206
H 4.06716 1.75333 -0.17940 1.44 -0.21 1.08 0.213
H 3.22258 1.25200 -1.61797 -0.03 -1.44 -0.48 0.232
H 2.35124 -1.76626 -0.47857 1.30 2.54 -2.28 0.208
H 2.47793 -2.25987 1.04059 0.10 -0.29 1.52 0.212
H 2.34932 -3.37673 -0.30198 0.11 -1.61 -0.24 0.215
H 1.35663 2.22359 0.43492 -1.63 2.47 1.13 0.210
H 2.34279 0.78094 0.93343 -0.53 0.49 1.13 0.176
H 0.12642 -3.16719 0.58874 -1.63 -2.72 1.58 0.184
H 0.12556 -2.37864 -0.84423 -1.25 0.50 -2.93 0.182
H -2.54748 -2.30603 -0.64694 0.29 0.08 -0.02 0.340

***

7
Properties=species:S:1:pos:R:3:forces:R:3:nbo_charge:R:1 method="wB97M-V/def2-TZVPD" relative_energy_kcal_mol=7.02 lumo_ev=0.55 e_homo_ev=-9.774 smiles="C=O.S" energy_ha=-513.88356
C 2.03134 -0.30111 -0.40574 0.24 -0.22 0.02 0.273
O 1.92215 0.10164 0.71697 -0.17 0.16 0.02 -0.490
H 2.68828 -1.16095 -0.63252 -0.04 0.03 -0.10 0.109
H 1.49809 0.15368 -1.25936 -0.04 0.05 0.03 0.109
S -1.88860 0.13534 -0.10506 -0.16 0.10 0.00 -0.285
H -0.95224 -0.69783 -0.57008 0.09 0.05 0.07 0.131
H -1.00749 0.98508 0.44532 0.07 -0.16 -0.05 0.154

***

86
Properties=species:S:1:pos:R:3:forces:R:3:mulliken_charge:R:1 method="wB97M-V/def2-TZVPD" lumo_ev=-1.42 e_homo_ev=-9.312 smiles="NCC1=C(N)C(=O)C(F)=C(CCCC(F)(F)C(F)(F)F)C1=O.CCOP(=O)(OCC)OCC.CCOP(=O)(OCC)OCC" energy_ha=-3083.67227
N 5.09628 2.17270 -7.16274 0.40 -0.24 0.12 -0.588
C 6.19299 2.02048 -6.16782 -1.07 0.30 -0.16 -1.068
C 5.64059 1.73392 -4.79224 -0.03 -0.26 0.22 -0.437
C 4.86633 0.66472 -4.52306 0.42 0.45 -0.31 0.686
N 4.51102 -0.31944 -5.44736 0.97 -0.39 0.56 -0.583
C 4.32106 0.47394 -3.16082 -0.51 -0.24 0.40 0.642
O 3.68819 -0.51306 -2.87825 -0.04 -0.62 -0.07 -0.608
C 4.52639 1.51408 -2.13624 0.54 0.71 -0.28 0.781
F 3.89569 1.33092 -0.97697 -0.14 -0.18 -0.10 -0.447
C 5.30943 2.56939 -2.34763 0.16 0.03 -0.09 0.349
C 5.56997 3.68126 -1.38322 -0.43 0.08 0.73 -1.240
C 5.79638 3.26474 0.09299 0.17 0.34 -0.45 -0.977
C 6.58193 1.97635 0.31109 0.14 0.39 0.53 -1.005
C 8.04028 2.03120 -0.15157 -0.36 -0.53 0.37 1.124
F 8.26775 0.99292 -1.01125 0.10 0.32 -0.15 -0.352
F 8.38072 3.18823 -0.76575 -0.01 -0.17 -0.08 -0.317
C 9.04289 1.82603 1.00720 0.44 -0.46 -0.58 0.502
F 8.73279 0.72994 1.70915 -0.22 0.12 0.17 -0.252
F 10.26528 1.61939 0.50726 0.10 0.31 0.08 -0.259
F 9.07527 2.87833 1.81934 -0.11 0.03 0.10 -0.251
C 5.96169 2.67614 -3.69468 -0.22 -0.07 -0.30 0.469
O 6.74563 3.57255 -3.89613 0.36 0.43 0.05 -0.675
H 4.28073 2.51202 -6.66713 -0.11 0.07 -0.19 0.269
H 4.83934 1.27730 -7.55568 -0.12 0.01 -0.01 0.302
H 6.70086 2.97904 -6.15673 0.44 -0.21 0.20 0.359
H 6.86426 1.22095 -6.48353 0.17 0.13 -0.10 0.386
H 5.25655 -0.42137 -6.12928 -0.22 0.20 -0.26 0.298
H 4.50196 -1.20695 -4.94736 -0.67 0.00 -0.05 0.275
H 4.68458 4.32581 -1.39832 0.02 0.05 -0.03 0.462
H 6.39094 4.31134 -1.70508 0.09 -0.25 -0.36 0.393
H 4.84169 3.24298 0.61409 0.03 -0.38 0.06 0.489
H 6.36217 4.07353 0.55967 -0.04 0.04 0.03 0.432
H 6.13216 1.09136 -0.12837 -0.06 0.05 -0.13 0.349
H 6.60151 1.79638 1.38716 -0.06 -0.08 0.00 0.500
C -4.31559 -3.60527 0.18562 0.00 0.01 -0.19 -1.192
C -3.29996 -2.54166 0.55576 -0.32 -0.11 0.21 -0.158
O -2.20069 -2.51092 -0.36494 -0.59 0.02 -0.42 -0.331
P -2.37130 -1.76316 -1.77394 5.01 -0.71 1.47 1.080
O -2.60748 -0.32807 -1.54459 -2.35 -0.34 -1.04 -0.749
O -0.83023 -1.81890 -2.30845 -0.45 -0.13 -0.19 -0.282
C -0.20666 -0.67407 -2.89524 0.25 0.19 0.06 -0.359
C 0.78629 -0.06422 -1.93206 -0.06 -0.07 0.26 -1.032
O -2.83257 -3.02762 -2.63649 -1.62 1.13 -0.10 -0.320
C -2.61246 -3.04841 -4.06385 -0.10 -0.17 -0.27 -0.234
C -1.59465 -4.11739 -4.38111 0.19 -0.06 0.14 -1.115
H -4.81800 -3.35830 -0.75157 -0.03 0.01 0.03 0.276
H -5.07308 -3.69673 0.96475 0.02 0.05 0.02 0.406
H -3.82560 -4.56893 0.04603 0.02 -0.01 0.07 0.297
H -3.76819 -1.55653 0.61332 0.06 0.02 -0.03 0.264
H -2.87705 -2.76438 1.53437 0.16 0.03 -0.07 0.232
H -0.94946 0.05949 -3.20876 -0.08 -0.02 0.12 0.391
H 0.31151 -1.02049 -3.79431 -0.02 -0.11 0.04 0.293
H 0.29866 0.21779 -0.99806 -0.14 0.09 -0.09 0.351
H 1.25370 0.82154 -2.36521 0.00 -0.01 -0.02 0.258
H 1.56488 -0.78243 -1.68598 0.05 0.02 -0.06 0.286
H -2.29068 -2.07256 -4.42987 0.03 0.03 0.10 0.265
H -3.56653 -3.28366 -4.53638 -0.06 0.07 0.11 0.394
H -0.63338 -3.88169 -3.92739 -0.01 0.08 0.00 0.250
H -1.46074 -4.20888 -5.45958 -0.06 0.00 -0.01 0.384
H -1.91682 -5.07904 -3.98098 -0.08 0.00 -0.07 0.321
C -9.39593 0.97641 5.07608 0.10 -0.14 0.10 -0.965
C -8.37221 1.08660 3.96199 -0.33 0.10 -0.11 -0.328
O -7.03412 0.92332 4.44817 -0.37 -0.61 0.30 -0.313
P -6.46880 -0.55058 4.73416 3.73 3.68 -0.59 1.021
O -6.42243 -1.31315 3.47458 -1.78 -1.57 1.03 -0.706
O -4.90251 -0.19646 5.02603 -0.38 -0.29 0.24 -0.323
C -3.85343 -0.97517 4.44734 0.25 0.09 -0.20 -0.270
C -3.19390 -0.21511 3.31925 0.01 0.18 -0.04 -1.286
O -6.85559 -0.63619 6.28153 -1.13 -1.44 -0.75 -0.315
C -6.12003 -1.51166 7.16570 -0.02 -0.13 0.32 -0.217
C -5.34980 -0.66737 8.15200 0.10 0.22 -0.05 -1.119
H -9.42969 -0.03757 5.47911 -0.03 0.00 -0.02 0.249
H -10.39074 1.23009 4.70861 0.02 0.01 -0.04 0.403
H -9.13842 1.64347 5.89833 -0.02 0.07 -0.04 0.252
H -8.57287 0.35892 3.17127 0.08 -0.01 0.01 0.292
H -8.41361 2.07882 3.51514 0.14 0.01 0.01 0.305
H -4.22717 -1.93905 4.10105 -0.11 0.05 -0.06 0.399
H -3.12764 -1.17220 5.24127 -0.07 0.07 0.07 0.317
H -3.91936 0.05673 2.55272 -0.05 -0.13 -0.01 0.254
H -2.40613 -0.81320 2.85982 0.03 0.03 0.01 0.392
H -2.75685 0.71326 3.68899 0.04 -0.03 0.04 0.376
H -5.45766 -2.17403 6.60692 0.00 0.06 -0.09 0.257
H -6.84846 -2.13210 7.68820 -0.08 0.01 -0.12 0.384
H -4.60760 -0.05660 7.64076 0.02 -0.05 -0.06 0.255
H -4.84189 -1.29993 8.88068 -0.05 -0.03 0.01 0.382
H -6.02237 0.01015 8.67844 -0.04 -0.08 0.05 0.320

***

21
Properties=species:S:1:pos:R:3:forces:R:3:nbo_charge:R:1 method="wB97M-V/def2-TZVPD" relative_energy_kcal_mol=0.00 lumo_ev=6.12 e_homo_ev=-1.035 energy_ha=-569.64505 charge=-2
C -3.30212 -0.27316 -0.07325 -0.17 0.84 0.12 0.604
C 0.27019 -0.98318 -0.13386 0.19 0.10 0.14 -0.379
C 1.62199 -0.29571 0.14836 0.42 0.34 0.06 -0.559
C -0.93826 -0.10965 0.23304 -0.01 0.14 0.03 -0.207
C 2.69006 -1.25957 -0.27303 0.18 -0.09 -0.04 -0.152
C -3.43314 1.28222 0.13986 0.05 -0.59 -0.19 -0.738
N -2.14178 -0.84425 -0.01964 0.58 -0.49 -0.05 -0.678
N 4.72785 0.14609 -0.02161 -0.56 -0.41 -0.12 0.343
O 4.70353 1.31447 -0.45541 0.42 -0.50 0.35 -0.565
O 5.76126 -0.30393 0.50933 -0.50 0.65 -0.42 -0.554
O -4.37699 -0.87923 -0.28483 -0.81 -0.11 -0.10 -0.800
H 0.19825 -1.24116 -1.19330 -0.08 -0.05 -0.03 0.187
H 0.21133 -1.91464 0.43264 -0.07 -0.01 -0.07 0.201
H 1.64381 0.66920 -0.37864 0.00 -0.03 0.03 0.184
H 1.69180 -0.09429 1.22514 -0.06 -0.01 -0.09 0.183
H -0.85163 0.17191 1.30470 0.11 0.02 -0.16 0.140
H -0.86307 0.83727 -0.34111 0.04 -0.11 0.09 0.139
H 2.78504 -1.17338 -1.38353 0.10 0.22 0.32 0.071
H -4.47214 1.57373 -0.01172 0.00 -0.07 0.01 0.199
H -2.80277 1.81866 -0.57159 0.07 0.10 0.03 0.191
H -3.12322 1.55860 1.14847 0.10 0.07 0.07 0.191

***

20
Properties=species:S:1:pos:R:3:forces:R:3:lowdin_spin:R:1 method="wB97M-V/def2-TZVPD" relative_energy_kcal_mol=0.00 lumo_ev="0.73 / -0.45" e_homo_ev="-4.747 / -9.418" energy_ha=-399.27335 spin_multiplicity=3
C -1.82935 -0.78218 -0.15522 0.08 3.97 0.27 0.091
C -0.26568 0.82796 -1.08394 0.33 1.10 -1.14 0.052
C 1.13937 0.80378 -0.44668 0.73 -0.27 -3.88 0.043
C 0.24136 -0.31074 1.31456 2.60 -0.97 2.88 0.589
C -1.31207 0.56062 -0.06850 -0.62 -2.85 -4.25 0.443
C 1.52215 -1.64732 -0.21804 0.94 -2.04 2.17 0.019
N -2.27062 -1.80795 -0.39913 -0.52 -2.12 -0.07 0.162
N 1.24829 -0.33738 0.35663 -0.11 -2.05 0.70 0.215
N -1.92502 1.57373 0.52389 -0.92 2.04 1.63 0.247
H -0.56329 1.84200 -1.47802 0.73 -0.72 -0.18 0.011
H -0.27450 0.07859 -1.95109 -0.18 1.05 1.29 0.006
H 1.91705 0.84330 -1.28400 -0.85 -0.23 1.14 -0.001
H 1.40362 1.53894 0.22499 -0.01 2.61 1.08 0.006
H 0.22758 0.44356 2.09497 0.20 0.50 -0.41 0.047
H -0.07559 -1.24921 1.67990 -0.29 -0.98 0.21 0.034
H 0.63289 -2.07581 -0.77699 1.23 0.15 0.54 0.007
H 2.51691 -1.77673 -0.70556 -1.01 0.98 -0.58 0.003
H 1.86047 -2.32024 0.72090 -1.63 1.10 -1.85 0.004
H -1.58817 2.59398 0.46348 -0.89 -2.73 0.41 0.012
H -2.60542 1.20110 1.18787 0.15 1.46 0.04 0.009

***

49
Properties=species:S:1:pos:R:3:forces:R:3:lowdin_spin:R:1 method="wB97M-V/def2-TZVPD" lumo_ev="-13.67 / -15.21" e_homo_ev="-20.338 / -20.233" energy_ha=-11046.00983 spin_multiplicity=2 charge=+4
Ir 0.24537 -0.03526 -0.39902 -0.15 -0.57 1.22 -0.040
C 3.94328 0.00485 2.74479 0.02 0.00 0.08 0.000
O 3.95638 0.02336 1.26439 0.01 -0.03 -0.05 0.000
C 2.90026 0.00908 0.57507 -0.05 0.00 -0.09 0.000
O 1.69926 0.00002 1.03518 0.06 0.12 0.23 -0.001
N 3.06604 0.00271 -0.75790 0.13 0.00 0.04 0.000
N 1.89839 -0.01199 -1.55803 0.15 0.18 -0.58 -0.011
H 4.99086 -0.05637 3.01554 0.01 0.00 -0.03 0.000
H 3.40178 -0.87599 3.07684 -0.01 0.01 -0.02 0.000
H 3.50806 0.93698 3.09310 0.00 0.00 -0.01 0.000
H 3.98381 -0.00674 -1.19670 -0.04 0.01 -0.05 0.000
H 1.91659 -0.84345 -2.15867 0.06 0.03 -0.05 0.000
H 1.90259 0.81567 -2.16456 0.09 -0.05 -0.08 0.000
C -2.26744 2.65597 3.09425 -0.04 -0.05 -0.07 0.060
Se -0.67600 1.80429 2.40501 -0.06 0.14 -0.05 0.583
C -0.26084 0.65276 3.90822 0.06 0.12 0.18 0.037
C -1.09112 -0.60320 3.85758 -0.14 -0.29 0.26 0.025
Se -0.65698 -1.69193 2.30468 0.01 0.33 -0.39 0.280
C -2.10009 -2.97243 2.50453 -0.07 0.01 -0.07 0.029
H -1.91048 3.38087 3.83055 -0.01 0.01 0.02 0.021
H -2.91804 1.92152 3.56625 0.01 -0.01 0.00 0.008
H -2.76699 3.16509 2.27449 -0.01 0.00 0.00 0.000
H -0.48469 1.21670 4.81642 0.03 0.08 -0.04 0.005
H 0.81182 0.47352 3.86587 -0.01 -0.07 0.00 0.003
H -2.16001 -0.39706 3.82116 0.01 0.05 0.02 0.001
H -0.90581 -1.22594 4.73602 0.04 0.01 -0.01 0.002
H -1.81775 -3.60930 3.34341 -0.01 -0.01 -0.01 0.011
H -2.16067 -3.56221 1.59432 -0.02 -0.02 0.01 0.000
H -3.03610 -2.45815 2.70478 -0.01 0.00 -0.05 0.002
Br -2.76383 4.05024 -4.61515 -0.06 0.06 -0.06 -0.001
C -1.99303 2.91932 -3.39496 0.07 -0.10 0.11 -0.002
C -1.24641 3.42042 -2.31812 -0.08 0.04 -0.03 0.000
C -0.66276 2.54582 -1.43669 -0.03 -0.11 -0.01 -0.001
N -0.79320 1.20744 -1.56845 0.01 0.12 -0.41 -0.002
C -1.51357 0.70345 -2.61219 0.06 -0.21 0.22 -0.001
C -2.12460 1.52875 -3.52429 -0.03 0.03 0.01 0.000
C -1.51514 -0.76906 -2.61284 0.05 0.20 0.21 -0.001
C -2.12635 -1.59165 -3.52712 -0.03 -0.03 0.01 0.000
C -1.99864 -2.98271 -3.39783 0.08 0.09 0.12 -0.002
Br -2.76556 -4.11119 -4.62244 -0.06 -0.06 -0.05 -0.001
C -1.25754 -3.48620 -2.31800 -0.08 -0.03 -0.05 0.001
C -0.67127 -2.61318 -1.43704 0.00 0.11 0.01 -0.001
N -0.79611 -1.27470 -1.56953 -0.05 -0.09 -0.43 -0.003
H -1.12185 4.48605 -2.17803 0.01 0.00 -0.01 0.000
H -0.07250 2.89954 -0.59941 0.03 0.00 -0.03 0.000
H -2.70003 1.11549 -4.34196 0.02 0.00 0.00 0.000
H -2.69832 -1.17649 -4.34622 0.02 0.00 -0.01 0.000
H -1.13979 -4.55238 -2.17610 0.02 0.00 -0.01 0.000
H -0.07888 -2.96836 -0.60138 0.01 0.00 -0.02 0.000